Formula: C26H34N4O4S
Source: the Open Molecules 2025 dataset
Level of theory: ωB97M-V/def2-TZVPD

Results
- Structure (SMILES): CCC(=O)N1CCc2cc(S(=O)(=O)NCCC(=O)N3CCN(c4cccc(C)c4)[C@@H](C)C3)ccc21
- HOMO energy: -7.838 eV
- ΔE to the lowest compared entry with this formula, charge and spin: 178.23 kJ/mol
- Gap between HOMO and LUMO: 8.25 eV

```
69
C26H34N4O4S ωB97M-V/def2-TZVPD
C -0.763 5.206 0.538
C -1.630 4.016 0.146
C -1.131 2.744 0.803
O -0.079 2.678 1.401
N -1.953 1.657 0.659
C -3.170 1.630 -0.148
C -3.583 0.150 -0.244
C -2.611 -0.540 0.664
C -2.518 -1.872 0.993
C -1.507 -2.257 1.859
S -1.319 -3.999 2.216
O -2.605 -4.625 2.182
O -0.493 -4.147 3.378
N -0.455 -4.600 0.927
C 0.934 -4.196 0.838
C 1.300 -3.699 -0.563
C 0.405 -2.544 -0.981
O -0.715 -2.775 -1.416
N 0.871 -1.286 -0.869
C 2.087 -0.827 -0.238
C 2.973 -0.157 -1.303
N 2.283 0.902 -2.001
C 2.372 2.218 -1.536
C 2.895 2.553 -0.288
C 3.014 3.878 0.088
C 2.613 4.894 -0.757
C 2.091 4.585 -2.010
C 1.663 5.685 -2.935
C 1.984 3.259 -2.385
C 1.028 0.459 -2.586
C 1.251 -0.483 -3.769
C 0.154 -0.195 -1.496
C -0.619 -1.346 2.395
C -0.699 -0.002 2.058
C -1.695 0.385 1.174
H -0.812 5.369 1.612
H 0.273 5.012 0.273
H -1.103 6.105 0.030
H -2.669 4.191 0.434
H -1.598 3.879 -0.938
H -2.977 2.059 -1.133
H -3.949 2.226 0.340
H -4.612 -0.007 0.080
H -3.493 -0.232 -1.262
H -3.199 -2.614 0.610
H -0.967 -4.486 0.062
H 1.558 -5.061 1.092
H 1.121 -3.419 1.586
H 1.105 -4.509 -1.270
H 2.359 -3.451 -0.608
H 2.617 -1.642 0.252
H 1.805 -0.089 0.523
H 3.884 0.239 -0.854
H 3.265 -0.910 -2.042
H 3.201 1.792 0.412
H 3.413 4.115 1.063
H 2.708 5.927 -0.455
H 2.507 6.334 -3.165
H 0.894 6.297 -2.465
H 1.271 5.285 -3.867
H 1.613 3.027 -3.374
H 0.492 1.342 -2.942
H 2.005 -0.069 -4.434
H 0.323 -0.604 -4.321
H 1.574 -1.466 -3.439
H -0.767 -0.596 -1.919
H -0.077 0.560 -0.740
H 0.123 -1.698 3.095
H -0.011 0.720 2.464
```

Atomic partial charges in e from the natural (NBO) method, atoms 1 to 2: C -0.6041; C -0.4999

---

Formula: C26H34N5OP2Re
Source: the Open Molecules 2025 dataset
Level of theory: ωB97M-V/def2-TZVPD

Results
- HOMO energy (alpha / beta): -16.286 / -16.286 eV
- 2S+1: 4
- ⟨S²⟩: 3.784
- Gap between HOMO and LUMO (alpha / beta): 5.88 / 5.27 eV
- Total charge: +3

```
69
C26H34N5OP2Re ωB97M-V/def2-TZVPD
Re 0.074 0.235 -0.810
C 3.661 -0.682 -0.716
P 2.520 0.708 -0.929
C 3.008 1.479 -2.493
C 2.804 1.865 0.426
C 3.887 2.737 0.443
C 4.033 3.637 1.493
C 3.099 3.675 2.521
C 2.022 2.796 2.522
C 1.874 1.891 1.476
P 0.595 0.628 1.517
C -0.900 1.216 2.309
C 1.268 -0.724 2.500
H 4.678 -0.284 -0.709
H 3.570 -1.395 -1.536
H 3.486 -1.196 0.228
H 3.958 1.998 -2.369
H 2.260 2.183 -2.852
H 3.151 0.699 -3.243
H 4.623 2.734 -0.353
H 4.876 4.315 1.503
H 3.212 4.385 3.330
H 1.310 2.829 3.339
H -0.694 1.350 3.374
H -1.685 0.464 2.186
H -1.218 2.160 1.867
H 1.823 -0.255 3.316
H 1.957 -1.343 1.926
H 0.462 -1.338 2.893
C -3.011 -0.832 -1.012
N -1.985 0.248 -1.123
C -2.458 1.434 -1.496
C -1.590 2.507 -1.488
C -1.710 3.855 -1.768
C -0.443 4.428 -1.556
C 0.394 3.424 -1.145
N -0.276 2.212 -1.092
C -3.664 -0.867 0.351
C -4.105 0.291 0.982
C -4.741 0.224 2.216
C -4.955 -1.006 2.820
C -4.533 -2.165 2.189
C -3.885 -2.090 0.961
H -2.551 -1.790 -1.236
H -3.740 -0.643 -1.800
H -3.500 1.540 -1.781
H -2.609 4.358 -2.096
H -0.170 5.466 -1.674
H 1.433 3.512 -0.871
H -3.979 1.268 0.522
H -5.090 1.130 2.694
H -5.470 -1.062 3.770
H -4.714 -3.128 2.647
H -3.574 -3.005 0.464
C 0.844 -5.289 -2.223
N 0.504 -4.072 -1.471
C -0.146 -4.056 -0.162
C -0.269 -2.575 0.089
O -0.723 -2.016 1.050
N 0.268 -1.885 -1.008
C 0.690 -2.842 -1.900
N 1.231 -2.557 -3.079
H 0.723 -6.141 -1.561
H 1.885 -5.255 -2.542
H 0.183 -5.413 -3.081
H 0.453 -4.549 0.604
H -1.133 -4.521 -0.189
H 1.246 -1.615 -3.428
H 1.456 -3.290 -3.734
```

Atomic partial charges in e from the Löwdin method, atoms 1 to 2: Re 1.3966; C -0.2015

---

Formula: C26H34N7O2PPtS4
Source: the Open Molecules 2025 dataset
Level of theory: ωB97M-V/def2-TZVPD

Results
- HOMO energy: -7.215 eV
- ΔE to the lowest compared entry with this formula, charge and spin: 77.10 kJ/mol
- Gap between HOMO and LUMO: 7.01 eV

```
75
C26H34N7O2PPtS4 ωB97M-V/def2-TZVPD
Pt -0.777 -1.155 1.433
C -3.951 -3.895 -2.874
N -2.605 -3.411 -3.076
C -2.240 -2.787 -4.342
C -0.844 -2.244 -4.042
N -0.897 -2.111 -2.595
C -1.867 -2.877 -2.057
S -2.133 -3.125 -0.430
H -4.255 -4.466 -3.751
H -4.656 -3.071 -2.719
H -3.973 -4.538 -1.998
H -2.946 -1.986 -4.598
H -2.239 -3.518 -5.150
H -0.651 -1.288 -4.527
H -0.071 -2.954 -4.347
H -0.117 -1.785 -2.030
C 1.247 -3.747 4.984
C 1.202 -2.369 5.109
C 0.606 -1.590 4.118
C 0.056 -2.176 2.986
C 0.099 -3.568 2.873
C 0.687 -4.346 3.858
H 1.708 -4.352 5.754
H 1.623 -1.885 5.981
H 0.554 -0.516 4.257
H -0.313 -4.049 1.992
H 0.715 -5.423 3.744
C -0.457 3.589 -0.879
N -0.554 3.197 0.580
C -1.919 3.605 1.141
N -2.975 3.092 0.335
C -2.803 3.487 -1.056
N -1.537 3.022 -1.621
C -1.490 1.552 -1.731
P -1.662 0.674 -0.083
C -0.357 1.718 0.726
C -3.150 1.641 0.471
H 0.510 3.241 -1.242
H -0.504 4.678 -0.925
H 0.180 3.662 1.120
H -1.935 4.696 1.138
H -1.969 3.207 2.154
H -2.829 4.577 -1.118
H -3.626 3.083 -1.643
H -0.557 1.247 -2.211
H -2.305 1.249 -2.391
H 0.600 1.475 0.265
H -0.337 1.484 1.788
H -3.383 1.389 1.503
H -4.000 1.350 -0.149
C -3.339 -2.362 2.941
O -3.078 -1.019 3.348
C -2.034 -0.372 2.793
O -1.893 0.792 3.162
H -4.287 -2.632 3.401
H -2.556 -3.034 3.291
H -3.423 -2.437 1.858
S 3.835 2.847 2.201
C 3.461 1.495 1.309
S 2.346 0.315 1.943
C 2.251 -0.449 0.367
N 3.071 0.061 -0.488
N 3.789 1.123 0.048
C 4.738 1.717 -0.843
C 4.738 1.299 -2.175
C 5.645 1.838 -3.072
C 6.566 2.790 -2.661
C 6.571 3.193 -1.336
C 5.667 2.666 -0.424
S 1.111 -1.680 -0.038
H 4.033 0.548 -2.495
H 5.633 1.500 -4.100
H 7.275 3.207 -3.365
H 7.289 3.927 -0.994
H 5.690 2.987 0.602
```

Atomic partial charges in e from the Löwdin method, atoms 1 to 2: Pt 0.5934; C -0.0766

---

Formula: C26H34NReS
Source: the Open Molecules 2025 dataset
Level of theory: ωB97M-V/def2-TZVPD

Results
- HOMO energy (alpha / beta): -8.662 / -10.307 eV
- 2S+1: 4
- ⟨S²⟩: 3.774
- Gap between HOMO and LUMO (alpha / beta): 5.15 / 6.74 eV
- Total charge: +1

```
63
C26H34NReS ωB97M-V/def2-TZVPD
C 1.461 -2.648 0.587
C 2.431 -1.979 -0.241
C 1.874 -1.854 -1.553
C 0.544 -2.396 -1.538
C 0.297 -2.912 -0.218
Re 0.645 -0.850 -0.072
C -2.001 1.951 -0.545
C -1.862 0.982 0.600
H -2.142 1.398 1.571
C -1.486 -0.372 0.521
H -2.039 -0.958 -0.243
H -1.577 -0.897 1.498
C -2.744 3.162 0.021
H -2.135 3.627 0.795
H -2.980 3.908 -0.733
H -3.683 2.860 0.498
C -2.849 1.345 -1.725
H -2.307 0.482 -2.139
H -3.895 1.046 -1.510
H -2.898 2.097 -2.530
C 3.808 -1.540 0.152
H 3.928 -1.535 1.238
H 4.564 -2.213 -0.273
H 4.037 -0.533 -0.221
C 2.677 -1.400 -2.735
H 2.922 -0.331 -2.681
H 3.637 -1.938 -2.769
H 2.148 -1.580 -3.677
C -0.416 -2.474 -2.687
H -0.223 -1.691 -3.432
H -0.354 -3.450 -3.193
H -1.450 -2.360 -2.333
C -0.940 -3.623 0.220
H -1.816 -3.252 -0.325
H -0.859 -4.702 0.029
H -1.105 -3.479 1.292
C 1.666 -3.060 2.003
H 0.710 -3.133 2.527
H 2.154 -4.040 2.078
H 2.307 -2.345 2.525
C 0.322 1.268 -1.469
C -0.738 2.277 -1.187
C 0.578 1.152 -2.862
C -0.552 3.490 -1.873
H 1.157 0.921 -0.771
C 0.632 2.316 -3.636
H 0.864 0.189 -3.300
C 0.167 3.519 -3.088
H -0.906 4.417 -1.418
H 1.058 2.249 -4.644
H 0.328 4.456 -3.629
S 1.581 0.848 1.509
C 0.513 1.094 2.853
N 0.276 0.023 3.672
C -0.540 0.104 4.765
C -1.114 1.317 5.077
C -0.842 2.449 4.302
C -0.033 2.336 3.175
H 0.711 -0.871 3.424
H -0.669 -0.820 5.316
H -1.775 1.374 5.934
H -1.259 3.415 4.565
H 0.191 3.162 2.503
```

Atomic partial charges in e from the natural (NBO) method, atoms 1 to 2: C -0.1150; C -0.0996

---

Formula: C26H35BBr31O8PS
Source: the Open Molecules 2025 dataset
Level of theory: ωB97M-V/def2-TZVPD

Results
- HOMO energy: -8.601 eV
- ΔE to the lowest compared entry with this formula, charge and spin: 0.00 kJ/mol
- Gap between HOMO and LUMO: 8.21 eV

```
103
C26H35BBr31O8PS ωB97M-V/def2-TZVPD
C -2.406 5.272 0.841
O -1.551 5.068 -0.287
B -1.387 3.713 -0.583
O -2.316 3.134 -1.407
C -0.094 2.960 0.019
O 0.419 3.797 1.070
C -0.386 1.568 0.668
C -1.220 0.604 -0.205
C -2.736 0.574 0.137
C -3.165 -0.796 0.744
O -3.150 1.596 1.050
C 1.021 0.907 0.942
C 0.970 -0.305 1.909
C 0.676 0.257 3.322
C -0.606 0.153 3.918
C -0.816 0.733 5.163
C 0.178 1.404 5.860
C -0.048 2.057 7.214
C 1.446 1.493 5.286
C 1.705 0.928 3.998
S 1.741 0.519 -0.660
O 3.215 0.519 -0.473
O 1.315 -0.767 -1.176
O 1.247 1.655 -1.677
C 1.065 2.937 -1.045
P 2.715 3.639 -0.362
O 3.849 3.387 -1.530
Br 2.530 5.887 -0.271
H -2.110 6.186 1.382
H -3.437 5.457 0.494
H -2.364 4.446 1.570
H -2.736 3.854 -1.900
H -0.184 3.785 1.824
H -0.810 1.756 1.664
H -1.080 0.832 -1.270
H -0.842 -0.416 -0.042
H -3.322 0.681 -0.787
H -3.486 -1.491 -0.049
H -4.008 -0.677 1.447
H -2.348 -1.280 1.310
H -3.179 1.244 1.947
H 1.681 1.662 1.404
H 0.220 -1.050 1.616
H 1.981 -0.728 1.958
H -1.384 -0.354 3.350
H -1.812 0.686 5.612
H 0.895 2.345 7.697
H -0.585 3.006 7.028
H -0.692 1.455 7.867
H 2.218 2.031 5.836
H 2.711 1.053 3.592
H 0.745 3.624 -1.850
H 3.878 2.451 -1.793
C 7.666 3.190 -0.902
Br 7.221 4.255 0.643
Br 9.574 3.050 -1.150
Br 6.825 1.458 -0.837
H 7.269 3.704 -1.767
C -2.204 -3.635 5.148
Br -1.342 -1.933 5.514
Br -1.507 -4.475 3.557
Br -2.136 -4.825 6.669
H -3.248 -3.424 4.959
C 4.015 -2.326 -3.485
Br 3.530 -1.238 -1.959
Br 5.936 -2.485 -3.705
Br 3.163 -4.064 -3.431
H 3.641 -1.819 -4.362
C 1.928 5.852 3.817
Br 0.240 6.350 4.612
Br 3.422 6.615 4.765
Br 2.087 3.939 3.648
H 1.942 6.263 2.815
C -3.869 -1.633 -3.521
Br -2.006 -1.288 -3.160
Br -4.098 -2.877 -4.971
Br -4.807 -2.203 -1.933
H -4.312 -0.697 -3.834
C 2.743 -3.617 4.199
Br 4.318 -2.870 5.025
Br 1.368 -2.278 3.963
Br 3.155 -4.513 2.540
H 2.353 -4.366 4.877
C -7.374 -5.454 -2.160
Br -5.702 -6.201 -2.759
Br -8.855 -6.636 -2.512
Br -7.299 -4.939 -0.302
H -7.543 -4.552 -2.733
C 2.763 -8.090 -4.390
Br 2.264 -7.475 -6.150
Br 1.771 -7.180 -3.012
Br 2.613 -10.005 -4.234
H 3.806 -7.838 -4.249
C -5.445 -0.701 -8.159
Br -5.836 0.377 -6.605
Br -3.547 -0.934 -8.409
Br -6.382 -2.388 -8.112
H -5.813 -0.161 -9.020
C 2.832 -1.847 -7.443
Br 2.330 -1.307 -9.226
Br 1.822 -0.888 -6.104
Br 2.696 -3.756 -7.212
H 3.873 -1.582 -7.312
```

Atomic partial charges in e from the Löwdin method, atoms 1 to 2: C -0.0553; O 0.0103

---

Formula: C26H35BrCl2N2O4SeSiY
Source: the Open Molecules 2025 dataset
Level of theory: ωB97M-V/def2-TZVPD

Results
- HOMO energy: -10.391 eV
- ΔE to the lowest compared entry with this formula, charge and spin: 0.00 kJ/mol
- Gap between HOMO and LUMO: 7.16 eV
- Total charge: +1

```
73
C26H35BrCl2N2O4SeSiY ωB97M-V/def2-TZVPD
Y 0.021 -0.030 0.772
C 2.898 -1.997 0.756
O 2.286 -0.781 1.213
C 2.951 -0.290 2.384
C 2.371 1.052 2.744
O 0.957 0.849 2.805
C 0.177 1.878 3.423
C -1.206 1.302 3.566
O -1.667 0.861 2.281
C -2.895 0.129 2.419
H 2.865 -2.748 1.548
H 2.341 -2.345 -0.108
H 3.929 -1.796 0.465
H 2.800 -1.012 3.192
H 4.021 -0.193 2.180
H 2.747 1.369 3.720
H 2.604 1.811 1.992
H 0.582 2.104 4.413
H 0.191 2.776 2.802
H -1.182 0.438 4.237
H -1.894 2.053 3.961
H -3.661 0.782 2.841
H -3.198 -0.201 1.430
H -2.736 -0.740 3.058
Br 1.512 -7.306 2.719
C 0.917 -5.522 2.539
C 0.894 -4.680 3.659
C 0.449 -3.386 3.548
C 0.035 -2.850 2.309
O -0.400 -1.627 2.231
C 0.082 -3.712 1.183
C -0.353 -3.286 -0.116
N -0.434 -2.063 -0.525
C -1.006 -1.831 -1.803
C -0.813 -2.616 -2.907
C -1.473 -2.327 -4.120
C -2.323 -1.264 -4.214
C -2.514 -0.410 -3.102
C -3.371 0.713 -3.125
C -3.455 1.522 -2.028
C -2.657 1.232 -0.908
N -1.879 0.173 -0.830
C -1.820 -0.670 -1.905
C 0.491 -5.052 1.326
H 1.216 -5.064 4.618
H 0.404 -2.742 4.417
H -0.656 -4.085 -0.796
H -0.144 -3.466 -2.858
H -1.303 -2.965 -4.976
H -2.848 -1.051 -5.137
H -3.942 0.926 -4.020
H -4.094 2.393 -2.015
H -2.643 1.902 -0.055
H 0.487 -5.705 0.463
Cl 4.392 0.679 -1.029
C 3.019 1.008 -2.079
Cl 1.802 -0.297 -2.079
H 3.379 1.102 -3.097
H 2.516 1.895 -1.709
C 1.603 4.825 -2.250
Si 0.183 3.674 -1.868
C -1.370 4.696 -1.642
C -0.068 2.516 -3.322
Se 0.656 2.621 0.083
H 1.414 5.378 -3.173
H 2.554 4.299 -2.364
H 1.727 5.546 -1.440
H -1.567 5.306 -2.527
H -1.262 5.363 -0.785
H -2.245 4.068 -1.466
H -0.465 3.101 -4.156
H -0.782 1.723 -3.099
H 0.854 2.045 -3.667
```

Atomic partial charges in e from the Löwdin method, atoms 1 to 2: Y 1.3310; C -0.0777